{"formula": "C60H141Cl18N9", "method": "wB97M-V/def2-TZVPD", "elements": ["C", "Cl", "Cl", "Cl", "H", "C", "Cl", "Cl", "Cl", "H", "C", "Cl", "Cl", "Cl", "H", "C", "Cl", "Cl", "Cl", "H", "C", "Cl", "Cl", "Cl", "H", "C", "Cl", "Cl", "Cl", "H", "C", "C", "N", "C", "C", "C", "C", "H", "H", "H", "H", "H", "H", "H", "H", "H", "H", "H", "H", "H", "H", "H", "C", "C", "N", "C", "C", "C", "C", "H", "H", "H", "H", "H", "H", "H", "H", "H", "H", "H", "H", "H", "H", "H", "C", "C", "N", "C", "C", "C", "C", "H", "H", "H", "H", "H", "H", "H", "H", "H", "H", "H", "H", "H", "H", "H", "C", "C", "N", "C", "C", "C", "C", "H", "H", "H", "H", "H", "H", "H", "H", "H", "H", "H", "H", "H", "H", "H", "C", "C", "N", "C", "C", "C", "C", "H", "H", "H", "H", "H", "H", "H", "H", "H", "H", "H", "H", "H", "H", "H", "C", "C", "N", "C", "C", "C", "C", "H", "H", "H", "H", "H", "H", "H", "H", "H", "H", "H", "H", "H", "H", "H", "C", "C", "N", "C", "C", "C", "C", "H", "H", "H", "H", "H", "H", "H", "H", "H", "H", "H", "H", "H", "H", "H", "C", "C", "N", "C", "C", "C", "C", "H", "H", "H", "H", "H", "H", "H", "H", "H", "H", "H", "H", "H", "H", "H", "C", "C", "N", "C", "C", "C", "C", "H", "H", "H", "H", "H", "H", "H", "H", "H", "H", "H", "H", "H", "H", "H"], "xyz": [[2.4902, -3.2865, -5.8417], [2.6098, -2.0756, -4.6164], [4.1159, -3.5176, -6.4495], [1.4011, -2.7956, -7.1650], [2.1413, -4.2284, -5.4497], [2.8417, 2.5346, -1.4728], [3.7189, 3.6559, -2.4950], [3.9743, 1.2973, -0.7256], [1.6103, 1.6225, -2.4513], [2.3427, 3.0648, -0.6771], [1.9703, -6.3643, 2.4849], [3.2433, -6.8358, 1.3023], [0.5346, -5.8904, 1.5989], [2.6028, -4.9167, 3.3615], [1.8463, -7.1467, 3.1538], [-0.8682, -2.5255, 3.0435], [-2.2837, -1.5102, 2.6634], [-1.3075, -4.0026, 3.8954], [0.3836, -1.5455, 4.0384], [-0.4321, -2.8028, 2.1018], [-5.5657, -5.5170, -2.5996], [-5.7262, -5.1681, -0.8623], [-3.9050, -5.8655, -2.9821], [-6.2652, -4.2006, -3.6291], [-6.2238, -6.3665, -2.8576], [-3.0853, -1.7188, -6.1721], [-1.5779, -2.1047, -5.2762], [-4.1117, -3.2093, -6.3695], [-2.6376, -0.9552, -7.7054], [-3.6818, -1.0412, -5.6074], [0.6730, 5.7530, 1.5668], [1.0970, 4.5743, 2.3798], [2.3971, 4.0938, 1.9838], [3.4605, 5.1469, 1.8742], [4.0021, 5.6969, 3.2028], [2.7631, 2.9239, 2.8509], [1.9392, 1.7142, 2.4560], [0.8962, 5.6608, 0.4939], [1.1900, 6.6983, 1.9175], [-0.3922, 5.9831, 1.6534], [1.0926, 4.8339, 3.4441], [0.3028, 3.8107, 2.1909], [4.3406, 4.8085, 1.3181], [3.0514, 5.9405, 1.2638], [3.2244, 6.2226, 3.7062], [4.4124, 4.8948, 3.8146], [4.8027, 6.5252, 3.1249], [2.6658, 3.1327, 3.9832], [3.8046, 2.8244, 2.6000], [1.7718, 1.6222, 1.3779], [0.9211, 1.7480, 2.8888], [2.3849, 0.8090, 2.8962], [-1.8745, 4.5738, 4.3617], [-2.8990, 3.6005, 4.9031], [-2.6737, 2.1908, 4.6239], [-1.4547, 1.6624, 5.1596], [-1.2856, 1.8173, 6.6339], [-2.9247, 1.7574, 3.2849], [-4.3294, 1.1392, 3.0584], [-1.9060, 4.7144, 3.2494], [-0.8630, 4.2641, 4.6035], [-2.0697, 5.5291, 4.7456], [-2.8458, 3.6924, 5.9754], [-3.9584, 3.8757, 4.5855], [-1.3261, 0.5762, 4.8980], [-0.5068, 2.0945, 4.6939], [-2.1161, 1.4553, 7.2695], [-0.3113, 1.3215, 6.9410], [-1.1402, 2.8527, 6.8940], [-2.2274, 0.9697, 3.0848], [-2.7925, 2.5411, 2.5456], [-4.3296, 0.6189, 2.0742], [-5.1196, 1.8386, 3.0297], [-4.5825, 0.4205, 3.8536], [5.8528, -7.0036, -2.6732], [6.1617, -5.5387, -3.0104], [6.4383, -4.8538, -1.7870], [7.3499, -3.7275, -1.9588], [6.8835, -2.5042, -2.8308], [5.2921, -4.5449, -0.9276], [5.6120, -4.8559, 0.5433], [4.8325, -7.1484, -2.3281], [6.6274, -7.2844, -1.9783], [6.0382, -7.6355, -3.5500], [7.0229, -5.3900, -3.6572], [5.3178, -5.1261, -3.5871], [8.3133, -4.0402, -2.4187], [7.5592, -3.2310, -1.0066], [5.9546, -2.0855, -2.3877], [6.6823, -2.7789, -3.8726], [7.6969, -1.7371, -2.7387], [4.8955, -3.4671, -1.1444], [4.4202, -5.2143, -1.1649], [6.5417, -4.4360, 0.9420], [4.7856, -4.4806, 1.1474], [5.7066, -5.9385, 0.5582], [-7.1126, 7.4592, 0.8214], [-6.6493, 6.0500, 1.1121], [-5.2476, 5.8198, 1.3077], [-4.5643, 6.7725, 2.2524], [-3.0946, 6.9917, 1.9221], [-4.9545, 4.4493, 1.6713], [-5.3386, 3.4484, 0.6328], [-7.1531, 8.1364, 1.6945], [-8.1676, 7.4372, 0.4957], [-6.4811, 7.9265, 0.0198], [-7.2703, 5.6975, 1.9589], [-6.9692, 5.4642, 0.2267], [-5.0475, 7.7478, 2.2288], [-4.7157, 6.3945, 3.2681], [-2.4106, 7.1888, 2.7809], [-2.6877, 6.1511, 1.3895], [-3.1017, 7.9032, 1.2572], [-5.4513, 4.2255, 2.6085], [-3.8871, 4.4359, 1.9481], [-6.4062, 3.2338, 0.5872], [-4.8398, 2.4847, 0.8066], [-5.0169, 3.8466, -0.3271], [2.2976, -2.3329, 0.8220], [1.4495, -1.2851, 0.1361], [0.0680, -1.7087, -0.0814], [-0.0538, -2.9677, -0.8256], [-1.4961, -3.3770, -0.9723], [-0.7199, -0.7287, -0.7755], [-0.9346, 0.5787, -0.0390], [3.3269, -2.0044, 0.9194], [2.2678, -3.3133, 0.3542], [1.9927, -2.4328, 1.9183], [1.4258, -0.4561, 0.8352], [1.9425, -0.9980, -0.8127], [0.3995, -2.9434, -1.8487], [0.5567, -3.7229, -0.3318], [-1.9135, -3.0187, -1.9083], [-1.5286, -4.4720, -0.9804], [-2.1366, -2.9713, -0.1572], [-1.7106, -1.1253, -0.9488], [-0.3393, -0.5028, -1.7931], [-0.0519, 1.0810, 0.2696], [-1.4931, 0.3814, 0.9079], [-1.5388, 1.2503, -0.6913], [-0.2925, 7.9362, -1.0476], [-0.4770, 7.1847, -2.3346], [-0.5581, 5.7155, -2.0653], [-0.0788, 4.8966, -3.1583], [-0.9918, 4.6742, -4.3431], [-1.8306, 5.2845, -1.5833], [-1.7665, 3.7991, -1.1296], [-1.0597, 7.7227, -0.2971], [-0.2211, 9.0159, -1.1770], [0.6807, 7.6469, -0.6685], [-1.3137, 7.5391, -2.9156], [0.3989, 7.2862, -2.9601], [0.8267, 5.3341, -3.6369], [0.2600, 3.9454, -2.7410], [-0.5151, 4.1331, -5.1488], [-1.9096, 4.2177, -4.0488], [-1.2855, 5.7071, -4.7264], [-2.7269, 5.3338, -2.2459], [-2.0847, 5.9475, -0.7234], [-2.6193, 3.5629, -0.5135], [-0.8623, 3.6896, -0.5242], [-1.6863, 3.0980, -1.9343], [6.3131, -3.6984, 4.5771], [6.2662, -2.4076, 3.8369], [5.5827, -1.3919, 4.6208], [5.9828, -0.0820, 4.2530], [5.9465, 0.2671, 2.7455], [4.1290, -1.5787, 4.5502], [3.4718, -1.0497, 5.7950], [5.3873, -3.9904, 5.0389], [6.9413, -3.6061, 5.4718], [6.7727, -4.4378, 3.9148], [7.3189, -2.1704, 3.6447], [5.8322, -2.5539, 2.8275], [6.9743, 0.0425, 4.5724], [5.3697, 0.6486, 4.7346], [4.9527, 0.2270, 2.3073], [6.6079, -0.3270, 2.1589], [6.3611, 1.2840, 2.6493], [3.6651, -1.1791, 3.6489], [3.9079, -2.6541, 4.5851], [2.4153, -1.2696, 5.7798], [3.9821, -1.4959, 6.6188], [3.5975, 0.0276, 5.8745], [-7.7683, 1.1100, -1.2299], [-6.9491, -0.1600, -0.9581], [-5.4976, 0.0447, -0.7514], [-4.8366, -1.1991, -0.4180], [-5.4071, -1.9992, 0.7372], [-4.9121, 0.7092, -1.8945], [-5.0362, 0.0534, -3.3003], [-8.8267, 0.8987, -1.1531], [-7.6566, 1.5090, -2.2391], [-7.5745, 1.8971, -0.4989], [-7.4150, -0.7096, -0.1098], [-7.1175, -0.8100, -1.8162], [-4.8538, -1.9323, -1.2627], [-3.8015, -0.9624, -0.1941], [-6.2390, -2.6242, 0.5177], [-4.6674, -2.6450, 1.2222], [-5.7411, -1.2426, 1.4478], [-3.8527, 0.8164, -1.6224], [-5.2915, 1.7562, -1.9459], [-4.7916, -1.0150, -3.2715], [-4.2816, 0.6488, -3.8896], [-6.0355, 0.2137, -3.6320], [-1.3576, -5.7637, -5.6723], [-0.4093, -6.1335, -4.5135], [1.0595, -6.1396, -4.7616], [1.8238, -6.5615, -3.5572], [1.7530, -5.5962, -2.3848], [1.3805, -7.0706, -5.8433], [2.8918, -7.2788, -6.0446], [-0.8783, -5.0574, -6.3682], [-2.2819, -5.3117, -5.3259], [-1.6469, -6.6821, -6.2165], [-0.6330, -5.3827, -3.7440], [-0.7147, -7.1346, -4.1664], [1.5262, -7.5480, -3.2215], [2.8372, -6.5654, -3.8456], [2.2994, -5.9395, -1.4998], [2.0929, -4.5876, -2.5377], [0.6905, -5.5767, -2.1405], [0.9160, -6.7466, -6.7714], [0.9632, -8.0382, -5.6690], [3.0632, -7.9243, -6.8964], [3.3175, -7.8682, -5.2586], [3.5478, -6.4072, -6.1045]], "atomic_forces_ev_per_a": [[0.158, 0.096, -0.785], [-0.534, 0.593, 0.886], [0.587, -0.426, -0.511], [0.100, -0.131, 0.255], [-0.350, -0.228, 0.249], [0.253, -1.457, -0.470], [-0.065, -0.074, 0.198], [-0.678, 0.972, -0.376], [0.611, 0.504, 0.575], [-0.069, 0.072, 0.250], [1.495, 2.473, -1.802], [-0.606, -0.358, 0.450], [-0.217, -0.396, 0.168], [-0.327, -0.659, 0.051], [-0.564, -1.286, 1.114], [0.206, 0.773, 0.847], [0.468, -0.657, 0.374], [-0.047, 0.396, 0.078], [-1.194, -0.937, -1.040], [0.467, 0.195, -0.284], [-1.272, -0.057, -0.235], [-0.078, 0.018, -0.496], [0.143, 0.019, -0.227], [0.514, -0.278, 0.583], [0.722, 0.321, 0.413], [0.593, -1.127, -0.311], [-0.776, 0.126, -0.096], [0.700, 0.905, -0.091], [-0.349, -0.295, 0.217], [-0.197, 0.446, 0.395], [0.246, 2.303, -0.126], [-0.819, -0.008, -0.446], [0.944, -0.615, 0.558], [0.170, -0.286, 0.405], [1.025, 1.145, -0.449], [-0.267, 1.494, -0.301], [-0.687, -0.388, 0.842], [-0.092, -0.250, 0.277], [-0.486, -0.888, -0.407], [0.033, -0.250, 0.076], [-0.237, -0.056, 0.222], [0.862, 0.069, 0.395], [-0.357, -0.667, -0.144], [-0.075, 0.203, -0.019], [-0.822, 0.088, 0.837], [-0.069, 0.101, 0.142], [-0.951, -1.494, -0.427], [0.096, -0.156, -1.505], [0.617, -0.724, 0.267], [0.540, 0.001, 0.146], [0.399, 0.124, -0.064], [-0.029, 0.065, -0.425], [0.120, -0.839, -2.058], [-1.078, -0.153, -0.308], [-0.272, 0.148, 0.400], [1.645, -1.020, -0.780], [1.056, -0.487, 1.382], [-1.358, -0.442, -0.337], [1.104, -1.115, -0.106], [-0.029, -0.394, 0.747], [0.134, 0.057, 0.189], [-0.124, 1.473, 0.783], [-0.382, 0.152, 0.503], [1.286, -0.324, 0.334], [-0.653, 0.884, 0.184], [-0.807, -0.048, 0.174], [0.342, -0.109, -0.534], [-1.216, 0.336, -0.248], [0.031, 0.553, 0.172], [0.509, -0.186, -0.389], [0.301, 0.332, -0.279], [-0.081, 0.205, 0.519], [-0.813, 1.044, 0.008], [0.292, 0.090, -0.263], [0.927, 0.191, -1.384], [-0.944, -0.436, -0.204], [0.358, 1.203, 0.526], [0.142, 1.281, -0.715], [-0.119, -0.200, 0.805], [-0.702, 0.854, -0.475], [-0.038, 0.631, -0.600], [0.090, -0.084, 0.273], [-0.170, -0.376, 0.695], [-0.409, 0.033, -0.027], [0.220, -0.489, -0.064], [-0.100, 0.245, 0.063], [-0.540, -0.279, 0.558], [0.133, -0.658, 0.263], [0.518, -0.046, -0.417], [0.163, 0.200, 0.145], [-0.801, -0.568, -0.383], [0.636, -1.584, 0.645], [0.855, 0.587, -0.151], [-0.066, 0.146, -0.384], [0.043, -0.344, 0.262], [-0.041, -0.038, 0.517], [0.112, 1.166, -0.401], [-1.189, -0.384, -0.342], [1.188, 1.598, 0.133], [-0.834, -0.854, 0.014], [0.069, 1.443, -0.290], [0.451, 0.722, 0.785], [0.441, -0.631, -0.461], [0.423, -0.347, -0.269], [0.489, -0.144, -0.171], [-0.622, -0.286, 0.656], [0.172, -0.238, 0.080], [0.210, 0.014, 0.512], [-0.226, -0.185, -0.126], [0.128, -0.069, 0.296], [-0.783, -0.048, -0.421], [0.187, -0.335, -0.362], [0.566, -1.018, 0.450], [-0.442, -0.249, 0.648], [-0.180, -0.317, -0.486], [0.034, 0.210, 0.111], [-0.122, 0.274, -0.143], [-0.041, -0.159, -0.308], [-0.365, -0.191, 1.978], [0.097, -0.349, -0.160], [0.086, -0.774, -0.268], [0.906, 0.214, -0.169], [-0.508, -0.562, 0.393], [-0.175, 1.194, -0.341], [-1.588, -0.224, 0.375], [0.307, 0.104, -0.381], [0.213, -0.040, -0.004], [0.064, -0.134, -1.425], [0.024, 0.459, -0.305], [-0.222, 0.164, 0.148], [-0.095, 0.486, 0.315], [-0.411, -0.102, 0.241], [-0.151, -0.034, -0.149], [-0.349, 0.106, 0.016], [0.446, -0.505, -0.314], [-0.175, -0.158, 0.008], [0.287, -0.174, 0.127], [0.953, 0.527, -0.068], [0.211, 0.208, -0.741], [0.440, -0.388, 0.606], [0.396, 0.340, 0.310], [0.035, -1.428, 0.087], [0.245, 1.167, -0.902], [1.511, -0.303, -0.791], [-0.630, 2.188, -0.241], [-1.172, -0.761, 1.267], [0.610, 1.474, 0.777], [0.125, 0.027, -0.148], [-0.300, 0.078, -0.214], [0.081, -0.155, 0.440], [-0.636, 0.191, -0.243], [0.287, 0.317, -0.140], [-0.253, 0.022, 0.875], [-0.140, -0.015, -0.106], [0.108, -0.203, -0.080], [-0.710, -0.642, 0.015], [0.317, -1.230, 0.157], [0.610, 0.460, -0.287], [0.052, -0.681, -0.423], [-0.386, -0.190, 0.168], [-0.029, -0.151, 0.116], [-0.125, -0.303, -0.645], [0.938, -0.554, 0.744], [0.147, -0.039, -0.310], [-0.696, -0.995, -0.402], [-0.561, 0.522, -1.767], [0.116, 0.925, 0.628], [0.150, -0.737, 0.566], [0.048, 0.868, -0.537], [-0.718, -0.497, -0.496], [0.310, 0.159, -0.297], [-0.421, -0.378, 0.304], [-0.155, 0.613, 0.104], [-0.149, 0.105, 0.234], [1.509, 0.385, 0.605], [-0.386, 0.456, 0.668], [-0.140, 0.080, -0.019], [0.452, -0.784, -0.419], [-0.441, -0.116, -0.059], [0.043, 0.132, -0.362], [0.240, 0.149, -0.432], [-0.312, -0.118, 0.270], [0.037, -0.349, 0.828], [-0.090, 0.199, 0.093], [0.174, 0.081, 0.252], [-0.410, -0.038, 0.226], [-1.911, -0.111, 0.336], [0.219, -1.416, -0.977], [0.330, 1.224, 1.018], [0.798, 0.539, 0.162], [1.508, 0.969, 1.040], [-0.296, -0.325, 0.121], [0.373, 0.044, 0.045], [0.177, -0.048, -0.124], [0.609, 0.537, -0.309], [0.045, -0.429, -0.316], [0.326, 0.515, -0.067], [0.306, 0.050, -0.044], [-0.769, -0.355, -0.538], [0.095, 0.277, -0.193], [-0.052, -0.235, 0.547], [0.000, -0.014, -0.285], [0.089, -0.709, 0.014], [0.020, 0.248, -0.184], [-0.919, -0.857, 0.040], [-0.660, -0.033, -0.748], [0.844, -0.677, -0.775], [-0.137, 0.421, 0.245], [-0.447, -0.061, 0.217], [-0.434, 1.447, -0.022], [-1.219, -0.587, 0.418], [1.024, 0.805, -0.397], [-0.059, -0.295, -0.188], [-0.181, -0.199, 0.162], [0.071, 0.065, 0.253], [0.195, 0.507, -0.046], [0.349, -0.376, 0.164], [0.036, 0.102, 0.322], [-0.129, -0.536, 0.067], [1.154, -0.414, -0.418], [-0.139, -0.356, -0.207], [0.141, 0.451, -0.659], [0.022, 0.430, 0.613], [0.021, 0.373, -0.071], [-0.506, -1.090, 0.443], [-0.091, 0.181, -0.608], [0.081, -0.363, 0.739], [-0.487, 0.264, -0.264]], "orbital_gap_ev": 8.307, "lumo_energy_ev": 0.33, "total_charge": 0, "homo_energy_ha": -0.293}